Entry 1:
16
Properties=species:S:1:pos:R:3:forces:R:3:nbo_charge:R:1 method="wB97M-V/def2-TZVPD" e_tot_ha=-437.3313 total_charge=0 homo_ev=-9.023 max_force_ev_per_a=1.7 smiles="NCC(=O)O.O.O" relative_energy_kcal_mol=10.08 gap_ev=9.00
H -0.779967 -0.546998 0.385065 -0.29 1.56 -0.63 0.501
O -0.543645 -1.912329 0.847085 -0.53 -0.93 0.33 -0.939
O -1.203602 0.310944 -0.046125 0.62 -0.62 0.43 -0.737
H -1.433010 -2.308602 0.895421 0.46 0.22 0.13 0.491
H -0.119595 -2.356773 0.083097 0.05 0.10 0.01 0.511
C -0.578137 1.488220 0.013369 -0.60 0.13 0.07 0.762
O -1.182226 2.501122 -0.249124 0.26 -0.07 -0.03 -0.603
C 0.902130 1.582462 0.385721 0.27 -0.42 -0.02 -0.343
H 1.364705 2.161168 -0.416620 -0.06 0.07 0.08 0.218
H 0.988947 2.175408 1.294636 -0.19 0.20 -0.08 0.222
N 1.681483 0.373338 0.601828 -0.08 -0.02 -0.03 -0.830
H 1.431013 -0.081097 1.469902 -0.05 -0.09 -0.09 0.362
H 1.574317 -0.288561 -0.155138 -0.03 -0.03 0.05 0.347
O 0.635367 -2.764978 -1.366907 -0.74 0.47 -0.57 -0.962
H 0.506635 -2.226174 -2.173912 0.36 -0.52 0.65 0.504
H 1.528239 -3.090530 -1.323257 0.56 -0.07 -0.30 0.495

Entry 2:
14
Properties=species:S:1:pos:R:3:forces:R:3:nbo_charge:R:1 method="wB97M-V/def2-TZVPD" e_tot_ha=-609.7367 total_charge=0 homo_ev=-9.074 max_force_ev_per_a=2.3 smiles=NCO.CS relative_energy_kcal_mol=20.42 gap_ev=9.88
C 1.120085 -1.210898 -1.938385 1.55 -0.36 0.46 -0.741
S 0.495694 -1.594892 -3.626997 -0.13 2.10 1.00 -0.051
H 1.961920 -1.873157 -1.729524 -0.08 -0.33 -0.21 0.217
H 0.495525 -1.321497 -1.056469 -0.74 0.02 -0.44 0.215
H 1.622546 -0.238883 -1.866247 -0.53 0.00 -0.39 0.226
H 0.269152 -0.228074 -3.793806 -0.07 -1.42 -0.40 0.134
N -1.435269 0.304979 2.422900 -0.48 -0.02 0.73 -0.882
C -0.875006 1.023280 1.324177 1.27 -0.24 -0.02 0.090
O 0.579519 1.017762 1.317491 -0.64 -0.21 0.14 -0.737
H -1.934158 -0.558827 2.299662 0.19 -0.01 -0.67 0.376
H -0.887887 0.226262 3.266247 0.22 0.41 -0.20 0.375
H -1.198238 2.074528 1.303851 -0.05 -0.27 -0.01 0.143
H -1.073494 0.533363 0.384144 -0.83 -0.05 -0.22 0.170
H 0.859613 1.846055 1.692955 0.31 0.37 0.23 0.463

Entry 3:
14
Properties=species:S:1:pos:R:3:forces:R:3:nbo_charge:R:1 method="wB97M-V/def2-TZVPD" e_tot_ha=-609.7610 total_charge=0 homo_ev=-8.891 max_force_ev_per_a=1.2 smiles=NCCS.O relative_energy_kcal_mol=5.19 gap_ev=9.79
C 0.315041 0.935607 0.828751 -0.07 -0.32 1.19 -0.229
C 0.752550 1.704677 -0.378219 0.14 -0.30 -0.46 -0.504
S 2.347038 1.082844 -1.053318 -0.15 0.35 0.33 -0.066
N -0.258252 -0.344012 0.496181 -0.88 -0.45 -0.07 -0.854
H 1.123130 0.862842 1.571002 0.31 0.05 -0.18 0.164
H -0.433370 1.523865 1.367080 -0.23 -0.03 -0.25 0.194
H 0.073925 1.516564 -1.192684 -0.58 0.01 -0.07 0.223
H 0.707949 2.759369 -0.149886 0.61 0.37 -0.10 0.212
H 1.977279 1.228884 -2.326437 0.15 -0.05 -0.14 0.122
H 0.382256 -1.017787 0.119366 0.44 0.00 -0.14 0.365
H -0.763906 -0.814720 1.244219 0.24 0.39 -0.16 0.373
H -1.607244 -3.278001 -0.817926 -0.30 0.11 -0.08 0.475
H -2.780559 -2.978101 0.182487 0.46 -0.09 -0.37 0.475
O -1.835837 -3.182031 0.109383 -0.15 -0.03 0.49 -0.949

Entry 4:
14
Properties=species:S:1:pos:R:3:forces:R:3:nbo_charge:R:1 method="wB97M-V/def2-TZVPD" e_tot_ha=-609.7009 total_charge=0 homo_ev=-9.122 max_force_ev_per_a=5.2 smiles=NCCS.O relative_energy_kcal_mol=42.86 gap_ev=9.96
C -0.579347 -1.996525 0.502993 -4.64 -1.82 1.64 -0.261
C -0.960923 -0.990753 -0.562159 2.20 1.12 0.04 -0.493
S -1.736651 0.591281 0.075234 1.15 -0.26 -0.28 -0.077
N -0.866909 -3.533737 0.146275 -1.28 0.66 0.96 -0.852
H -1.332604 -1.788107 1.286685 -0.32 -0.17 -0.27 0.191
H 0.200686 -1.743082 1.158585 2.27 -0.34 -0.10 0.210
H -1.739190 -1.423345 -1.123378 -0.41 -0.55 -1.29 0.225
H -0.032486 -0.629524 -1.122149 -1.64 -0.81 0.17 0.220
H -0.730032 1.365427 -0.418736 -0.60 -0.15 0.38 0.132
H -1.643237 -4.116986 0.697121 1.02 2.95 -1.35 0.360
H -0.170149 -4.050655 0.602312 2.26 -0.62 0.10 0.346
H 3.074119 6.257821 -1.160930 0.38 -1.72 1.16 0.462
H 3.255416 6.389177 0.275880 0.14 -0.17 0.83 0.461
O 3.261308 5.669009 -0.357733 -0.52 1.89 -1.99 -0.923

Entry 5:
15
Properties=species:S:1:pos:R:3:forces:R:3:nbo_charge:R:1 method="wB97M-V/def2-TZVPD" e_tot_ha=-1007.9532 total_charge=0 homo_ev=-9.159 max_force_ev_per_a=1.0 smiles=NCCSS.O relative_energy_kcal_mol=6.71 gap_ev=9.57
N 2.146267 1.954196 -1.761156 0.03 -0.01 0.35 -0.830
C 1.692989 0.617887 -1.379107 -0.36 -0.91 -0.35 -0.245
C 0.174772 0.565903 -1.163614 0.04 0.05 0.44 -0.535
S -0.502421 -0.824127 -0.169173 0.51 0.26 -0.11 0.082
S 0.510631 -0.550078 1.616697 -0.38 -0.14 -0.18 -0.130
H 2.657007 2.407378 -1.015249 -0.02 -0.02 0.04 0.362
H 1.342116 2.534965 -1.958595 0.07 0.12 -0.09 0.351
H 2.036613 -0.084538 -2.146957 -0.41 -0.06 -0.04 0.185
H 2.107472 0.208975 -0.456739 0.42 0.61 0.13 0.200
H -0.083072 1.466083 -0.600605 -0.15 0.04 -0.14 0.207
H -0.428085 0.537470 -2.072191 0.14 0.07 -0.14 0.225
H 1.338721 -1.592060 1.477576 0.16 0.01 0.01 0.132
H -4.110326 0.201805 1.414782 -0.01 -0.13 0.07 0.463
H -2.956566 -0.116439 0.479858 0.17 -0.17 0.06 0.471
O -3.459274 -0.481207 1.217503 -0.22 0.28 -0.03 -0.940

Entry 6:
13
Properties=species:S:1:pos:R:3:forces:R:3:nbo_charge:R:1 method="wB97M-V/def2-TZVPD" e_tot_ha=-477.3852 total_charge=+1 homo_ev=-14.305 max_force_ev_per_a=3.7 smiles=C[NH2+]CP relative_energy_kcal_mol=13.98 gap_ev=10.65
C -1.624678 -0.330013 0.351014 -3.26 -1.27 -1.21 -0.456
C 0.700291 0.481558 0.064457 -0.16 0.19 0.27 -0.545
N -0.273101 -0.616739 -0.228085 1.34 0.25 3.07 -0.501
P 2.364085 -0.196898 0.179939 1.71 -1.41 -1.70 0.339
H -1.634029 -0.411946 1.446615 0.55 0.11 -0.46 0.254
H -2.068910 0.668808 0.041263 1.21 -1.14 0.20 0.262
H -2.422413 -1.119208 -0.023804 1.89 1.43 0.63 0.259
H 0.648641 1.345420 -0.535752 -0.58 0.53 -1.53 0.257
H 0.480179 0.889135 1.015743 -0.62 -0.01 1.26 0.241
H -0.132768 -0.932876 -1.143226 -0.87 0.14 -2.59 0.444
H 0.233671 -1.438565 0.197647 -1.33 0.54 0.51 0.441
H 2.083826 -1.235383 -0.928163 0.58 1.33 1.15 -0.036
H 3.029411 0.756883 -0.695091 -0.44 -0.68 0.41 0.041

Entry 7:
13
Properties=species:S:1:pos:R:3:forces:R:3:nbo_charge:R:1 method="wB97M-V/def2-TZVPD" e_tot_ha=-534.4409 total_charge=-1 multiplicity=2 homo_ev="0.101 / -3.166" max_force_ev_per_a=2.3 relative_energy_kcal_mol=16.88 gap_ev="3.88 / 6.98"
S 1.904774 -1.088185 1.584687 -0.13 0.17 -0.26 -1.078
H 1.739507 -1.563670 2.824806 -0.09 -0.03 0.07 0.094
C -1.456453 0.923773 -2.352311 1.13 1.10 0.64 -0.820
C -1.290026 1.329108 -0.880197 0.61 -1.42 1.56 -0.448
N -0.964945 0.058593 -0.070325 1.26 -0.57 -1.81 -0.882
H -0.854302 1.673938 -2.899065 -0.79 0.16 -0.31 0.198
H -0.823814 0.053560 -2.517316 -0.53 -0.40 -0.03 0.218
H -2.479023 0.801051 -2.687038 -0.01 -0.11 -0.12 0.213
H -0.401366 1.948494 -0.754087 -0.02 0.00 -0.08 0.193
H -2.034502 1.744233 -0.198411 -0.76 0.45 -1.14 0.188
H -1.539609 -0.759361 -0.433103 -0.52 0.61 0.91 0.270
H -0.886987 0.171094 0.949217 -0.33 -0.15 0.06 0.428
H -0.026199 -0.265909 -0.365110 0.19 0.18 0.50 0.428

Entry 8:
13
Properties=species:S:1:pos:R:3:forces:R:3:nbo_charge:R:1 method="wB97M-V/def2-TZVPD" e_tot_ha=-534.5226 total_charge=0 homo_ev=-8.548 max_force_ev_per_a=1.9 smiles=CSC.N relative_energy_kcal_mol=4.43 gap_ev=9.55
N 0.222074 -1.806316 -1.919387 -0.35 -0.08 -0.12 -1.088
H 0.230441 -0.795982 -1.837745 0.56 0.11 0.13 0.369
H -0.555233 -1.963792 -2.544560 -0.15 -0.40 -0.12 0.354
H 1.052485 -2.146778 -2.395271 -0.05 0.33 0.06 0.360
C 0.759929 -0.583874 1.159516 0.49 1.79 0.42 -0.739
S 0.292107 0.950364 0.249951 -0.20 -0.44 0.46 0.136
C -1.492613 0.909312 0.625358 0.47 0.62 -1.10 -0.735
H 1.754004 -0.410368 1.576383 0.24 -0.17 -0.50 0.221
H 0.726896 -1.425123 0.486408 -0.35 -0.44 0.30 0.248
H 0.162869 -0.538151 2.070197 -0.44 -0.80 -0.31 0.218
H -1.914382 1.747675 0.063200 -0.01 0.00 0.17 0.224
H -1.928965 0.015601 0.189449 -0.11 -0.23 0.43 0.217
H -1.679782 1.074174 1.677884 -0.10 -0.30 0.18 0.214

Entry 9:
13
Properties=species:S:1:pos:R:3:forces:R:3:nbo_charge:R:1 method="wB97M-V/def2-TZVPD" e_tot_ha=-534.4504 total_charge=0 homo_ev=-8.874 max_force_ev_per_a=2.7 smiles=[H][H].C1CS1.N relative_energy_kcal_mol=49.77 gap_ev=9.82
N -1.251913 0.175492 3.086622 0.88 -0.51 0.86 -1.079
H -0.502373 -0.504472 3.142141 0.55 0.38 -0.18 0.346
H 2.790981 0.971575 -2.439615 0.55 -0.50 -0.62 -0.006
H -1.253240 0.563803 2.150574 -0.64 -0.46 0.13 0.370
H -2.013121 -0.429070 3.363727 -0.79 0.58 -0.70 0.362
C 0.120594 -0.307210 -0.262650 1.77 0.08 2.07 -0.524
C -0.227542 -0.256778 -1.644270 -1.31 1.51 -1.11 -0.430
S -1.411390 0.612671 -0.463855 -0.73 -0.94 -0.29 0.028
H 3.224642 0.577499 -2.939912 -0.55 0.50 0.63 0.006
H 0.341270 -1.250349 0.242186 -1.20 -0.15 -0.13 0.229
H 0.783199 0.407857 0.214428 0.62 0.05 -0.83 0.232
H -0.713155 -1.084645 -2.139494 0.24 -0.27 0.19 0.232
H 0.112048 0.523628 -2.309883 0.60 -0.28 -0.02 0.233

Entry 10:
13
Properties=species:S:1:pos:R:3:forces:R:3:nbo_charge:R:1 method="wB97M-V/def2-TZVPD" e_tot_ha=-534.4882 total_charge=0 homo_ev=-8.979 max_force_ev_per_a=3.2 smiles=CCN.S relative_energy_kcal_mol=26.02 gap_ev=9.80
S -3.262354 0.405268 0.384220 0.22 1.30 1.07 -0.279
H -3.389318 1.696480 -0.086818 -0.04 -1.09 0.02 0.149
C 1.441818 -1.318863 0.198336 -2.27 -0.14 2.18 -0.630
C 1.063982 0.012353 -0.431081 0.44 2.87 -0.19 -0.221
N 0.293596 0.905612 0.537746 -1.41 -0.29 -1.23 -0.862
H 2.310332 -1.734137 -0.215189 1.47 -0.43 -0.39 0.207
H 0.652778 -2.038408 0.004399 -0.27 -0.24 -0.19 0.205
H 1.445084 -1.340648 1.376513 0.44 0.64 -2.33 0.224
H 0.490376 0.013483 -1.420426 0.93 -0.62 1.33 0.194
H 2.041317 0.617377 -0.612416 -1.44 -1.20 -0.18 0.163
H 0.982763 1.554378 0.838578 0.10 0.86 0.53 0.349
H -0.551569 1.453246 0.149672 2.12 -1.46 0.51 0.367
H -3.518800 -0.226141 -0.723529 -0.29 -0.19 -1.13 0.134